# 1
15
Properties=species:S:1:pos:R:3 method="wB97M-V/def2-TZVPD" homo_energy_ha=-0.3138 smiles="C=C(C)O.C" relative_energy_kcal_mol=55.8
C -1.2658 0.5961 -0.2660
C -0.7184 -0.3030 0.5677
C -0.8344 -1.7772 0.3903
O 0.1038 0.0240 1.5825
H -2.0793 0.2770 -0.8966
H -1.1572 1.6620 -0.0878
H -1.2235 -1.9993 -0.6054
H 0.1357 -2.2717 0.5199
H -1.5197 -2.1633 1.1471
H 0.3815 0.9460 1.4786
C 1.6288 0.9463 -0.7087
H 0.3751 0.6321 -0.9563
H 1.9747 1.1157 -1.7209
H 1.7059 1.9291 -0.2024
H 2.4927 0.3864 -0.2421

---

# 2
42
Properties=species:S:1:pos:R:3 method="wB97M-V/def2-TZVPD" total_charge=+2 homo_energy_ha="-0.5045 / -0.5242" multiplicity=6 relative_energy_kcal_mol=93.4
Os -1.4307 0.0096 -0.3062
N 2.2231 -2.2766 -1.8516
C 1.0330 -2.3544 -0.9182
C 1.4861 -2.2511 0.5276
C 0.2936 -2.1013 1.4800
N -0.2996 -0.7249 1.4572
C -0.7831 -3.1494 1.1971
C -1.1573 -3.2849 -0.2782
N -1.9595 -2.0873 -0.7017
C 0.0935 -3.5208 -1.1406
H 2.4543 -1.2825 -1.9155
H 2.0021 -2.6041 -2.7893
H 3.0329 -2.7953 -1.5215
H 0.4882 -1.4604 -1.1604
H 2.1772 -1.4106 0.6514
H 2.0131 -3.1676 0.8177
H 0.6730 -2.2746 2.4855
H 0.4348 -0.0490 1.6385
H -0.9333 -0.6559 2.2495
H -1.6785 -2.9348 1.7918
H -0.4151 -4.1172 1.5421
H -1.7981 -4.1573 -0.3899
H -2.8630 -2.1694 -0.2438
H -2.1745 -2.1562 -1.6907
H -0.1812 -3.6273 -2.1964
H 0.5345 -4.4668 -0.8151
S -0.7975 3.2406 -3.2372
Sb -2.7665 2.9407 -2.0993
S -2.6612 0.5008 -2.1775
S -1.6429 2.2303 0.3190
Cl 2.7538 6.5561 1.1022
C 1.5281 5.3859 0.9145
C 1.8270 4.1796 0.2768
C 0.8004 3.2947 0.1835
Cl 0.9926 0.7577 -1.2802
C -0.4816 3.4890 0.6630
O -2.8280 2.2991 1.2072
C -0.7693 4.7414 1.2671
Cl -2.3414 5.1947 1.7735
C 0.2495 5.6608 1.3997
H 2.8244 3.9859 -0.1053
H 0.0470 6.6129 1.8737

---

# 3
8
Properties=species:S:1:pos:R:3 method="wB97M-V/def2-TZVPD" homo_energy_ha="-0.3443 / -0.3155" relative_energy_kcal_mol=90.4
C -0.4452 1.5170 -0.1396
C 0.6218 -1.3007 0.3687
N 0.6914 1.1281 -0.0133
Br -0.8799 -1.7051 -0.7079
H -0.6560 2.6080 -0.1607
H -1.2257 0.8875 -0.5446
H 1.4832 -1.7772 -0.2604
H 0.4103 -1.3576 1.4578

---

# 4
19
Properties=species:S:1:pos:R:3 method="wB97M-V/def2-TZVPD" total_charge=+2 homo_energy_ha="-0.5973 / -0.7063" multiplicity=2 relative_energy_kcal_mol=7.0
C 2.7308 0.8373 0.4274
O 1.8793 1.8747 0.0706
C 2.2564 -0.4994 -0.1402
O 0.8639 -0.6155 0.2137
C -0.0083 -1.1716 -0.6620
C -1.4186 -1.0020 -0.2485
O -1.6611 0.4085 -0.0609
C -3.0040 0.7239 0.3051
La 0.0411 1.7994 0.0897
H 2.8150 0.7348 1.5277
H 3.7551 0.9985 0.0424
H 2.7907 -1.3550 0.2921
H 2.3523 -0.5067 -1.2355
H 0.3411 -1.7902 -1.4880
H -1.6323 -1.4972 0.7160
H -2.0943 -1.3750 -1.0300
H -3.0845 1.8126 0.3758
H -3.6868 0.3567 -0.4717
H -3.2358 0.2662 1.2760

---

# 5
87
Properties=species:S:1:pos:R:3 method="wB97M-V/def2-TZVPD" homo_energy_ha="-0.3007 / -0.3427" multiplicity=2
C 1.2416 -7.8770 -0.7677
B -0.0771 -7.5012 -1.5474
O -0.2488 -7.9459 -2.8569
C -1.1847 -6.6598 -0.8019
C -2.6151 -7.1149 -1.1848
C -3.7321 -6.3089 -0.4970
C -5.0278 -6.6296 -1.2648
C -3.9428 -6.8161 0.9544
N -3.5134 -4.8307 -0.5915
O -3.9833 -4.3158 -1.6642
C -2.1320 -4.3846 -0.2742
C -1.8058 -4.4059 1.2369
C -2.0239 -2.9072 -0.7018
C -1.0843 -5.1514 -1.0735
H 1.7442 -6.9464 -0.4770
H 1.0199 -8.4094 0.1581
H 1.9397 -8.4356 -1.3893
H 0.1956 -7.3520 -3.4751
H -1.0823 -6.8733 0.2685
H -2.7038 -8.1774 -0.9608
H -2.7143 -6.9630 -2.2620
H -5.8459 -5.9818 -0.9588
H -4.8784 -6.6191 -2.3396
H -5.3073 -7.6504 -0.9969
H -3.8866 -6.0405 1.7097
H -4.9349 -7.2556 1.0409
H -3.2530 -7.6306 1.1712
H -1.1322 -5.2135 1.5165
H -1.2616 -3.4905 1.4609
H -2.6871 -4.3940 1.8704
H -1.0975 -2.4820 -0.3151
H -1.9865 -2.7992 -1.7823
H -2.8437 -2.3196 -0.2905
H -1.2431 -5.0028 -2.1465
H -0.0804 -4.7755 -0.8625
O -2.7960 1.7170 2.5073
P -1.5758 2.0875 1.7831
O -1.5234 1.4019 0.3365
C -2.5082 1.7548 -0.6472
C -2.3758 3.1833 -1.1418
O -0.3594 1.2896 2.4817
C -0.5872 0.4467 3.6109
C -0.9529 -0.9603 3.1815
O -0.7210 3.4091 1.5057
C -1.0268 4.5957 2.2784
C -0.8746 4.3714 3.7690
H -3.5060 1.5815 -0.2362
H -2.3661 1.0613 -1.4740
H -2.6206 3.9006 -0.3549
H -3.0570 3.3595 -1.9743
H -1.3558 3.3887 -1.4654
H -1.3545 0.8689 4.2597
H 0.3397 0.4375 4.1859
H -1.6662 -0.9451 2.3571
H -1.3833 -1.5266 4.0083
H -0.0692 -1.4924 2.8236
H -2.0416 4.9269 2.0441
H -0.3413 5.3686 1.9359
H -1.5829 3.6225 4.1323
H -1.0621 5.2984 4.3105
H 0.1283 4.0160 4.0045
O 4.7192 5.8793 0.4165
P 4.2228 5.6339 -0.9430
O 3.9074 4.0865 -1.1796
C 2.8628 3.4603 -0.4166
C 1.4776 3.9674 -0.7641
O 5.4873 5.8037 -1.9323
C 6.7729 6.1628 -1.4284
C 7.5804 4.9466 -1.0163
O 3.1796 6.3048 -1.9496
C 2.6547 7.6157 -1.6436
C 3.7432 8.6626 -1.5187
H 3.0636 3.5979 0.6490
H 2.9321 2.3957 -0.6313
H 1.3498 5.0091 -0.4556
H 0.7204 3.3758 -0.2570
H 1.3065 3.9234 -1.8404
H 6.6765 6.8651 -0.6001
H 7.2833 6.6942 -2.2330
H 6.9714 4.2334 -0.4620
H 8.4304 5.2393 -0.3989
H 7.9608 4.4261 -1.8966
H 2.0679 7.5635 -0.7225
H 1.9720 7.8676 -2.4524
H 4.4148 8.4396 -0.6859
H 3.3042 9.6442 -1.3400
H 4.3467 8.7001 -2.4253

---

# 6
62
Properties=species:S:1:pos:R:3 method="wB97M-V/def2-TZVPD" homo_energy_ha=-0.2313
C 0.4403 -1.6524 6.5676
C 0.6080 -1.5465 5.0909
C -0.1811 -0.6756 4.3496
C -0.1400 -0.6742 2.9543
C -0.8873 0.3077 2.1786
C 0.7123 -1.5870 2.3017
N 0.7682 -1.4837 0.9141
C 0.3701 -0.3915 0.2372
N 0.9696 -0.4790 -0.9818
C 1.1934 0.4863 -2.0064
C 2.1793 1.4453 -1.7855
C 2.9517 1.4950 -0.5076
C 2.5478 2.3091 -2.8202
C 1.9636 2.2132 -4.0845
C 2.3003 3.2006 -5.1553
C 1.0803 1.1540 -4.3093
C 0.6836 0.2775 -3.2893
C -0.1902 -0.8932 -3.6055
C 1.6512 -1.7176 -1.0938
C 1.4162 -2.3751 0.0336
C 1.6662 -2.3060 3.0316
C 2.8857 -2.9256 2.4514
C 1.5509 -2.3331 4.4270
H 1.1888 -2.3346 6.9724
H 0.5372 -0.6754 7.0490
H -0.5575 -2.0429 6.7937
H -0.8476 0.0158 4.8582
H -0.1356 0.4717 0.9954
H -1.8702 -0.1013 1.8797
H -1.0467 1.2605 2.7124
H 3.4508 2.4719 -0.4547
H 2.3753 1.3617 0.4200
H 3.7528 0.7402 -0.5030
H 3.3620 3.0150 -2.6418
H 1.6971 3.0232 -6.0438
H 2.0988 4.2131 -4.7952
H 3.3575 3.1674 -5.4426
H 0.7050 0.9865 -5.3227
H -0.6013 -0.7825 -4.6182
H 0.3735 -1.8345 -3.6187
H -1.0382 -1.0143 -2.9230
H 2.2526 -1.9643 -1.9578
H 1.7140 -3.3814 0.2695
H 3.5537 -3.1763 3.2886
H 2.7276 -3.8621 1.9085
H 3.4514 -2.2334 1.8167
H 2.2702 -2.9218 5.0033
O -1.7288 3.1937 -0.3802
N -2.6492 2.9975 -1.2205
C -3.3521 1.7721 -1.1300
C -2.8621 0.8308 -0.2599
N -3.7837 -0.0977 0.1629
N -3.6887 -0.9267 1.2352
N -4.7986 -1.6401 1.2667
N -5.6542 -1.2909 0.2408
C -5.0193 -0.3100 -0.4382
C -5.3544 0.5001 -1.5602
C -4.5251 1.5374 -1.8831
O -2.9570 3.8367 -2.0886
H -1.9564 0.9289 0.3177
H -6.2746 0.2450 -2.0675
H -4.7074 2.1726 -2.7397

---

# 7
27
Properties=species:S:1:pos:R:3 method="wB97M-V/def2-TZVPD" homo_energy_ha="-0.1903 / -0.2995" multiplicity=5 relative_energy_kcal_mol=1.4
Os 0.0944 -0.7143 -0.6234
O -0.3908 -0.2614 1.7690
C 0.2458 -1.2164 2.6194
C 1.3848 -1.8623 1.8748
C 2.2020 -2.7453 2.5145
C 3.2660 -3.3804 1.8536
C 3.4736 -3.0257 0.5048
C 2.6571 -2.1330 -0.1093
N 1.5527 -1.5364 0.5246
H -1.0408 0.2520 2.2566
H -0.4801 -1.9731 2.9332
H 0.6278 -0.7207 3.5140
H 2.0145 -2.9429 3.5654
H 3.9113 -4.0786 2.3651
H 4.2992 -3.4387 -0.0612
H 2.8174 -1.8247 -1.1320
Se -0.3802 1.2824 -1.6136
C -0.9670 -1.8531 -3.5391
O -1.6205 -2.3758 -2.3630
C -1.3039 -1.9221 -1.1710
C -2.1068 -2.6521 -0.1310
H -0.2623 -2.6032 -3.8901
H -0.4651 -0.9198 -3.3063
H -1.7447 -1.6944 -4.2802
H -3.0135 -3.0790 -0.5627
H -2.3536 -1.9813 0.6894
H -1.5023 -3.4705 0.2718

---

# 8
15
Properties=species:S:1:pos:R:3 method="wB97M-V/def2-TZVPD" total_charge=+1 homo_energy_ha=-0.5270 relative_energy_kcal_mol=21.2
C -0.8490 1.6694 -0.0804
C -1.5843 0.6748 -0.5200
C 1.3227 -2.0795 -0.0066
N 0.3888 1.5086 0.6981
O -1.5576 -0.5269 -0.0504
F 1.3427 -1.4306 1.1745
F 1.4314 -1.0100 -0.8942
H -0.8312 2.4397 -0.8226
H 0.2761 -2.5282 -0.1137
H -2.3126 0.8498 -1.2572
H 2.1687 -2.7535 -0.2229
H 0.9748 2.3283 0.5831
H 0.8048 0.6481 0.4282
H 0.2556 1.4672 1.7148
H -1.8309 -1.2572 -0.6308

---

# 9
113
Properties=species:S:1:pos:R:3 method="wB97M-V/def2-TZVPD" total_charge=-1 homo_energy_ha=-0.2613
Rb 3.2521 -0.3334 -1.5905
S 0.1551 0.5503 -0.4602
O -0.5330 -0.2197 0.6013
O 0.6073 -0.4338 -1.4483
O -0.7805 1.4714 -1.1113
O 1.3713 1.2377 0.0330
C 0.3450 -4.2690 -1.2776
C 1.3377 -5.1055 -2.0708
O 2.4973 -5.3730 -1.2315
C 3.3575 -4.4021 -1.0147
O 3.3563 -3.3074 -1.5426
O 4.2532 -4.8304 -0.1580
C 5.1961 -3.8859 0.3826
H -0.5920 -4.2322 -1.8399
H 0.7286 -3.2584 -1.1524
H 0.0797 -4.7251 -0.3236
H 1.6496 -4.6124 -2.9913
H 0.9970 -6.0974 -2.3544
H 5.9088 -3.7450 -0.4282
H 5.6684 -4.2535 1.2863
H 4.6567 -2.9769 0.6438
C -3.0135 -2.5426 -0.6636
C -3.7016 -3.8538 -0.2717
O -2.8428 -4.6945 0.4737
C -2.4922 -5.8850 0.0130
O -2.8286 -6.3835 -1.0390
O -1.7983 -6.4853 0.9577
C -1.3505 -7.8315 0.8050
H -2.4419 -2.5726 -1.5906
H -2.2263 -2.4152 0.0871
H -3.6770 -1.6845 -0.6181
H -4.1353 -4.2730 -1.1803
H -4.5730 -3.6407 0.3485
H -1.7886 -8.4882 1.5527
H -0.2719 -7.8181 0.9330
H -1.6441 -8.1907 -0.1795
C -1.1746 0.9659 -4.2492
C -1.6880 -0.3626 -3.5910
O -2.8527 -0.6367 -4.3285
S -2.6188 -0.3747 -5.8821
O -3.8433 -0.0301 -6.5210
O -1.7692 -1.3991 -6.4208
O -1.7650 0.9490 -5.5633
H -0.0906 0.8830 -4.2810
H -1.4406 1.8906 -3.7466
H -1.9608 -0.2939 -2.5411
H -0.9370 -1.1543 -3.6079
C -3.1983 1.1764 1.1031
C -4.2109 1.0134 -0.0182
O -4.7081 2.3430 -0.1759
S -4.6684 3.1888 1.2132
O -5.9833 3.3912 1.7932
O -3.8389 4.3455 1.0565
O -3.8304 2.0664 2.0145
H -2.2911 1.5997 0.6616
H -2.8278 0.2623 1.5608
H -5.0722 0.4227 0.3071
H -3.7784 0.5528 -0.9014
C -2.7290 4.4880 -2.0111
C -1.6491 4.3108 -0.9674
O -1.5285 5.5035 -0.1967
S -1.9740 6.7717 -1.0900
O -0.8370 7.3043 -1.8073
O -2.7704 7.7040 -0.3443
O -2.9370 5.9118 -2.0601
H -3.6941 4.0283 -1.8128
H -2.3987 4.1584 -2.9965
H -0.6551 4.1761 -1.3950
H -1.8794 3.4664 -0.3233
C -1.2006 4.3195 3.0710
C -0.5498 3.0354 2.5265
O 0.6038 2.8634 3.3745
S 0.1558 3.1753 4.8782
O 1.2944 3.6833 5.5716
O -0.6713 2.1413 5.4337
O -0.8282 4.3817 4.4473
H -2.2840 4.3058 2.9868
H -0.8526 5.1882 2.5128
H -0.1927 3.1381 1.5054
H -1.1172 2.1174 2.6759
C 1.5866 4.3026 -2.9854
C 2.2425 3.2900 -2.0511
O 3.5502 3.1372 -2.6051
S 4.0498 4.6145 -3.0960
O 5.0269 4.5176 -4.1175
O 4.2298 5.4630 -1.9468
O 2.5982 4.8947 -3.7908
H 1.1344 5.0995 -2.3863
H 0.7588 3.8892 -3.5597
H 1.8147 2.2919 -2.0858
H 2.2729 3.5393 -0.9906
C 4.1158 2.4044 3.2588
C 3.7974 1.0138 2.7301
O 3.9545 0.2096 3.9022
S 5.2300 0.7173 4.7677
O 6.4029 -0.0055 4.3304
O 4.9248 0.7168 6.1686
O 5.1994 2.2139 4.1943
H 3.3126 2.7561 3.9089
H 4.3752 3.1755 2.5403
H 4.4926 0.6739 1.9545
H 2.8164 0.9131 2.2638
C -0.0630 -2.9288 2.2169
C 1.3388 -2.5427 1.7357
O 2.2143 -3.5984 2.0278
S 1.5663 -4.6120 3.1363
O 2.3645 -4.5295 4.3154
O 1.3112 -5.9022 2.5603
O 0.1830 -3.7765 3.3342
H -0.5988 -3.4158 1.4000
H -0.6127 -2.0372 2.5023
H 1.6207 -1.6134 2.2425
H 1.3059 -2.2830 0.6832

---

# 10
10
Properties=species:S:1:pos:R:3 method="wB97M-V/def2-TZVPD" homo_energy_ha=-0.3737 relative_energy_kcal_mol=48.3
C 1.2056 0.0997 0.0483
O 0.2367 -1.4073 -0.0968
O -2.2750 -0.2774 0.1307
O -1.4179 0.7289 0.6100
F 2.2537 -0.1690 -0.6547
F 1.5082 0.0989 1.2989
P -0.3097 1.2705 -0.4668
H 0.4580 -1.6437 -0.9546
H -1.8248 -1.0306 -0.2592
H 0.1652 2.3300 0.3442

---

# 11
88
Properties=species:S:1:pos:R:3 method="wB97M-V/def2-TZVPD" total_charge=-1 homo_energy_ha=-0.1900
C 7.1983 5.8705 1.0779
C 7.1362 4.7447 0.0639
Br 7.5404 3.0151 0.9272
C 5.8476 4.6995 -0.7522
N 4.5891 4.9951 -0.0890
C 4.2009 6.4296 0.0970
O 3.3962 6.5995 1.0115
O 4.7913 7.2006 -0.6633
C 4.1874 4.1599 0.9662
O 4.5761 4.1188 2.0923
O 3.1265 3.3067 0.5748
I 3.6902 1.5773 -0.1620
H 6.5988 5.6544 1.9605
H 8.2330 6.0472 1.3805
H 6.8218 6.7766 0.5965
H 7.9574 4.8388 -0.6447
H 5.7765 3.7355 -1.2638
H 5.9435 5.4689 -1.5202
C 4.9471 2.8679 -7.0675
C 5.5847 4.0804 -7.2965
C 6.4027 4.6322 -6.3232
C 6.5661 3.9438 -5.1367
C 5.9399 2.7382 -4.8816
C 5.1214 2.2004 -5.8624
N 7.4326 4.5224 -4.0897
O 7.9328 5.6076 -4.3031
O 7.5760 3.8727 -3.0764
H 4.3065 2.4437 -7.8297
H 5.4414 4.6025 -8.2329
H 6.9017 5.5780 -6.4716
H 6.0844 2.2435 -3.9328
H 4.6157 1.2619 -5.6796
C -2.0185 2.3782 -2.4916
C -2.1320 1.6107 -3.6454
C -1.1032 0.7608 -4.0157
C 0.0224 0.6956 -3.2124
C 0.1614 1.4495 -2.0620
C -0.8756 2.3000 -1.7076
N 1.1026 -0.2316 -3.5975
O 0.9661 -0.8630 -4.6303
O 2.0667 -0.3180 -2.8662
H -2.8309 3.0312 -2.1998
H -3.0269 1.6635 -4.2476
H -1.1713 0.1486 -4.9021
H 1.0498 1.3860 -1.4494
H -0.7826 2.9020 -0.8138
C -2.9949 -3.2201 -0.1956
C -3.4064 -2.2244 0.6803
C -3.9634 -1.0534 0.1925
C -4.0952 -0.9064 -1.1758
C -3.6902 -1.8788 -2.0714
C -3.1367 -3.0446 -1.5671
N -4.6698 0.3433 -1.7009
O -4.9763 1.2073 -0.9042
O -4.7715 0.4543 -2.9069
H -2.5591 -4.1298 0.1908
H -3.2923 -2.3644 1.7462
H -4.2832 -0.2633 0.8549
H -3.7997 -1.7184 -3.1331
H -2.8081 -3.8163 -2.2503
C -4.1297 -9.4587 2.6647
C -5.1185 -8.5725 3.0719
C -4.8762 -7.2082 3.0687
C -3.6337 -6.7680 2.6500
C -2.6290 -7.6278 2.2460
C -2.8883 -8.9886 2.2556
N -3.3742 -5.3193 2.6382
O -4.2755 -4.5870 2.9933
O -2.2795 -4.9331 2.2759
H -4.3268 -10.5226 2.6678
H -6.0820 -8.9416 3.3955
H -5.6250 -6.4993 3.3905
H -1.6721 -7.2377 1.9334
H -2.1191 -9.6814 1.9431
C -4.0739 -0.4466 6.6830
C -3.7704 -1.4213 5.7417
C -4.5683 -2.5485 5.6236
C -5.6602 -2.6710 6.4628
C -5.9837 -1.7161 7.4094
C -5.1765 -0.5949 7.5149
N -6.5173 -3.8666 6.3429
O -6.2000 -4.7111 5.5287
O -7.4923 -3.9380 7.0642
H -3.4501 0.4334 6.7669
H -2.9127 -1.3039 5.0933
H -4.3543 -3.3149 4.8944
H -6.8455 -1.8520 8.0448
H -5.4107 0.1651 8.2477

---

Repeat the sixth record exactly.
62
Properties=species:S:1:pos:R:3 method="wB97M-V/def2-TZVPD" homo_energy_ha=-0.2313
C 0.4403 -1.6524 6.5676
C 0.6080 -1.5465 5.0909
C -0.1811 -0.6756 4.3496
C -0.1400 -0.6742 2.9543
C -0.8873 0.3077 2.1786
C 0.7123 -1.5870 2.3017
N 0.7682 -1.4837 0.9141
C 0.3701 -0.3915 0.2372
N 0.9696 -0.4790 -0.9818
C 1.1934 0.4863 -2.0064
C 2.1793 1.4453 -1.7855
C 2.9517 1.4950 -0.5076
C 2.5478 2.3091 -2.8202
C 1.9636 2.2132 -4.0845
C 2.3003 3.2006 -5.1553
C 1.0803 1.1540 -4.3093
C 0.6836 0.2775 -3.2893
C -0.1902 -0.8932 -3.6055
C 1.6512 -1.7176 -1.0938
C 1.4162 -2.3751 0.0336
C 1.6662 -2.3060 3.0316
C 2.8857 -2.9256 2.4514
C 1.5509 -2.3331 4.4270
H 1.1888 -2.3346 6.9724
H 0.5372 -0.6754 7.0490
H -0.5575 -2.0429 6.7937
H -0.8476 0.0158 4.8582
H -0.1356 0.4717 0.9954
H -1.8702 -0.1013 1.8797
H -1.0467 1.2605 2.7124
H 3.4508 2.4719 -0.4547
H 2.3753 1.3617 0.4200
H 3.7528 0.7402 -0.5030
H 3.3620 3.0150 -2.6418
H 1.6971 3.0232 -6.0438
H 2.0988 4.2131 -4.7952
H 3.3575 3.1674 -5.4426
H 0.7050 0.9865 -5.3227
H -0.6013 -0.7825 -4.6182
H 0.3735 -1.8345 -3.6187
H -1.0382 -1.0143 -2.9230
H 2.2526 -1.9643 -1.9578
H 1.7140 -3.3814 0.2695
H 3.5537 -3.1763 3.2886
H 2.7276 -3.8621 1.9085
H 3.4514 -2.2334 1.8167
H 2.2702 -2.9218 5.0033
O -1.7288 3.1937 -0.3802
N -2.6492 2.9975 -1.2205
C -3.3521 1.7721 -1.1300
C -2.8621 0.8308 -0.2599
N -3.7837 -0.0977 0.1629
N -3.6887 -0.9267 1.2352
N -4.7986 -1.6401 1.2667
N -5.6542 -1.2909 0.2408
C -5.0193 -0.3100 -0.4382
C -5.3544 0.5001 -1.5602
C -4.5251 1.5374 -1.8831
O -2.9570 3.8367 -2.0886
H -1.9564 0.9289 0.3177
H -6.2746 0.2450 -2.0675
H -4.7074 2.1726 -2.7397